Record 1
Formula: ClO8PbS2Zn2
Source: OMol25
Level of theory: ωB97M-V with the def2-TZVPD basis set

Last column: natural (NBO) charge in e.
Cartesian coordinates (Å):
1 Pb 4.955125 -0.956145 0.010992  1.154
2 Zn 1.265683 1.590466 -1.670999  1.507
3 Zn -0.060968 -1.083787 0.101932  1.725
4 Cl 2.204567 -0.090677 -0.059226  -0.778
5 S -1.300187 -0.142342 -2.619161  2.575
6 S -0.448473 0.170740 2.987834  2.528
7 O -0.766056 0.033541 -3.974835  -0.961
8 O -1.428355 -1.527120 -2.483257  -0.967
9 O 0.373715 1.350107 3.249999  -0.814
10 O -0.282695 0.448148 -1.638556  -1.300
11 O 0.092020 -0.807285 4.013292  -0.744
12 O -0.264678 0.070686 1.578515  -1.199
13 O -2.436411 0.674770 -2.576443  -0.888
14 O -1.903289 0.268899 3.079912  -0.839

Atomic forces in eV per Å
-0.67 0.12 0.21
-1.36 -1.13 -0.06
-1.07 1.67 -0.70
1.21 0.13 -0.43
-0.86 2.52 -7.99
-2.12 1.21 8.01
1.95 0.76 0.11
0.25 -4.56 4.01
0.07 0.80 0.70
2.82 0.06 3.70
-0.66 0.53 -2.94
2.03 -3.37 -7.78
-2.48 1.33 2.15
0.88 -0.08 1.00

Results
- total charge = +1
- electronic energy (Eh) = -5609.3688
- Kohn-Sham gap (eV) = 2.26
- max |F| (eV/Å) = 8.7


Record 2
Formula: C5H7N3O2
Source: OMol25
Level of theory: ωB97M-V with the def2-TZVPD basis set

Last column: natural (NBO) charge in e.
Cartesian coordinates (Å):
1 O 3.076869 1.094011 0.877825  -0.540
2 O 3.686984 0.631037 -1.282268  -0.514
3 N 1.645515 -2.270834 0.656989  -0.806
4 N -0.709169 1.231697 1.127083  -0.796
5 N 0.353402 -0.873563 -0.627027  -0.427
6 C -0.461247 -0.341570 -1.451871  0.039
7 C 3.361055 0.840716 -0.204978  1.040
8 C -1.469469 1.418668 -0.004281  0.062
9 C -1.394453 0.700494 -1.142827  -0.388
10 C 1.438198 -1.223787 -0.137557  0.188
11 H -2.231602 2.181807 0.091956  0.194
12 H -0.499451 -0.752214 -2.458032  0.182
13 H 0.925958 -2.943934 0.898676  0.366
14 H -2.096770 0.933951 -1.930329  0.217
15 H -0.600466 2.034541 1.727596  0.386
16 H 0.124676 0.677986 1.002227  0.402
17 H 2.555208 -2.410811 1.056937  0.395

Atomic forces in eV per Å
-0.33 0.49 1.53
0.51 -0.16 -1.45
-0.51 -0.48 0.19
0.02 0.14 -0.28
-0.99 0.39 -0.41
-0.07 -0.60 0.01
-0.13 -0.20 -0.09
0.08 -0.14 0.23
-0.34 0.36 -0.04
1.79 0.09 0.32
0.00 0.02 -0.04
0.08 0.02 -0.06
0.03 0.05 0.02
-0.04 0.08 0.05
-0.01 -0.17 -0.03
0.01 0.09 0.15
-0.10 0.04 -0.11

Results
- total charge = 0
- ΔE to the lowest compared entry with this formula, charge and spin (kcal per mole) = 39.8
- electronic energy (Eh) = -509.4362
- Kohn-Sham gap (alpha / beta) (eV) = 7.53 / 7.53
- max |F| (eV/Å) = 1.8


Question: Which formula does entry 1 have?
Answer: ClO8PbS2Zn2


Question: The highest max |F| belongs to which entry?
Answer: ClO8PbS2Zn2


Question: Look up the electronic energy of the first one.
Answer: -5609.3688 Eh